Molecular formula: C34H32N4O4ReS4Sb
Method: DFT, ωB97M-V/def2-TZVPD

Output
E_LUMO (alpha / beta) = -4.444 / -4.110 eV
Kohn-Sham gap (alpha / beta) = 5.886 / 6.230 eV
⟨S²⟩ = 0.760
multiplicity = 2
charge = +1
total energy = -3745.86618 a.u.
relative energy (zero: lowest compared OMol25 entry of this formula, charge and spin) = 33.4 kcal/mol

```
80
C34H32N4O4ReS4Sb | the Open Molecules 2025 dataset | ωB97M-V/def2-TZVPD
Re -0.5826 0.0543 -0.7654
S 0.4617 -1.9622 -0.6883
C 2.1347 -1.6053 -0.9841
C 3.0294 -2.5803 -1.4353
C 4.3624 -2.2637 -1.5984
C 5.2683 -3.2669 -2.0979
N 5.9722 -4.0741 -2.5107
C 4.8272 -0.9689 -1.2893
C 3.9461 -0.0117 -0.8309
C 2.5905 -0.3249 -0.6961
S 1.4492 0.8463 -0.0971
C 6.2160 -0.6250 -1.4607
N 7.3181 -0.3419 -1.6114
H 2.6844 -3.5809 -1.6595
H 4.3091 0.9774 -0.5838
C -4.4010 -1.1364 -1.8357
S -3.3558 -0.2229 -0.7628
O -4.1599 0.4345 0.2099
O -2.3099 -1.1644 -0.2256
O -2.4872 0.6907 -1.6261
H -5.3962 -0.7063 -1.7668
H -4.4001 -2.1682 -1.4893
H -4.0134 -1.0720 -2.8494
C -3.6530 0.9887 5.8397
C -3.6291 0.2787 4.6481
C -2.4373 0.1479 3.9436
C -1.2584 0.7146 4.4270
C -1.2912 1.4039 5.6397
C -2.4823 1.5495 6.3375
Sb 0.5247 0.4447 3.2914
C 1.6744 -0.2371 4.9599
C 2.5305 0.5669 5.7112
C 3.1786 0.0568 6.8305
C 2.9750 -1.2603 7.2146
C 2.1271 -2.0713 6.4731
C 1.4861 -1.5627 5.3528
C 1.2762 2.4488 3.3249
C 2.5617 2.6592 2.8218
C 3.1203 3.9295 2.7820
C 2.3935 5.0220 3.2369
C 1.1184 4.8318 3.7494
C 0.5692 3.5544 3.7982
H -4.5789 1.0925 6.3905
H -4.5367 -0.1725 4.2661
H -2.4331 -0.3945 3.0030
H -0.3777 1.8147 6.0562
H -2.4978 2.0915 7.2745
H 2.6999 1.6005 5.4325
H 3.8406 0.6913 7.4060
H 3.4754 -1.6549 8.0893
H 1.9677 -3.1009 6.7670
H 0.8303 -2.2130 4.7816
H 3.1465 1.8178 2.4612
H 4.1261 4.0673 2.4054
H 2.8257 6.0136 3.2058
H 0.5550 5.6764 4.1265
H -0.4078 3.4238 4.2473
C -0.9414 3.8440 0.4079
S -2.1610 2.5672 0.6117
C -2.7950 3.0219 2.2034
O -1.2741 1.2962 0.9288
H -1.4606 4.8017 0.3673
H -0.4404 3.6673 -0.5431
H -0.2368 3.8050 1.2409
H -3.2056 4.0269 2.1050
H -1.9886 2.9827 2.9326
H -3.5777 2.3122 2.4634
N 0.6651 2.3160 -2.8781
C 0.2063 1.2233 -3.5297
C 0.0943 1.2609 -4.9371
C -0.4288 0.2040 -5.6144
C -0.8479 -0.9295 -4.8991
C -0.7186 -0.9170 -3.5482
N -0.1918 0.1334 -2.8397
H 1.0903 3.0360 -3.4382
H 1.0088 2.2083 -1.9348
H 0.4219 2.1531 -5.4529
H -0.5218 0.2422 -6.6915
H -1.2539 -1.8000 -5.3915
H -1.0137 -1.7699 -2.9557
```

Atomic partial charges in e from the Mulliken method, atoms 1 to 5: 2.914 -0.578 0.711 -0.824 0.615